1.
2 unconnected molecules or ions with the total composition CH3BrClN in a non-equilibrium geometry. Source: the Open Molecules 2025 dataset; level of theory: ωB97M-V/def2-TZVPD.

## Properties
Energy   -85139.7478 eV
Energy above the lowest of the compared OMol25 structures with the same formula, charge and spin   0.958 eV
Lowest unoccupied orbital energy   0.0292 Eh
Gap between HOMO and LUMO   0.41226 hartree
Charge   0

Element x y z (Å)
H: -0.7505 1.8726 -0.7468
N: -0.2316 1.0686 -0.3086
C: -0.8801 0.1408 0.1282
Br: -2.8669 -0.1103 0.3384
H: -0.3710 -0.7679 0.2378
Cl: 2.5171 -0.5218 0.3170
H: 2.5829 -1.6820 0.0340

***

2.
2 unconnected molecules or ions with the total composition CH3BrClN3 in a non-equilibrium geometry. Source: the Open Molecules 2025 dataset; level of theory: ωB97M-V/def2-TZVPD.

## Properties
Energy   -88117.1015 eV
2S+1   3
Lowest unoccupied orbital energy (spin up / spin down)   0.0299 / -0.1394 Eh
Gap between HOMO and LUMO (spin up / spin down)   0.38957 / 0.21199 hartree
Charge   0
<S²>   2.023

Element x y z (Å)
C: 0.0445 -0.3480 0.4072
N: -1.1244 -0.9011 0.2143
N: 0.2562 0.9927 0.4183
N: 1.1092 -0.9844 1.0061
Cl: 1.4553 -2.4718 0.4499
Br: 3.5001 0.3032 -0.3419
H: -1.1092 -1.8561 0.3248
H: -0.5509 1.4730 0.3568
H: 1.1684 1.3111 0.7532

***

3.
2 unconnected molecules or ions with the total composition CH3BrFOP in a non-equilibrium geometry. Source: the Open Molecules 2025 dataset; level of theory: ωB97M-V/def2-TZVPD.

## Properties
Energy   -85179.6068 eV
Energy above the lowest of the compared OMol25 structures with the same formula, charge and spin   4.817 eV
Lowest unoccupied orbital energy (spin up / spin down)   -0.0283 / 0.0053 Eh
Gap between HOMO and LUMO (spin up / spin down)   0.26363 / 0.29832 hartree
Charge   0

Element x y z (Å)
C: -0.8574 -0.7302 0.1881
O: -0.2034 -1.7835 -0.1415
F: -0.4109 2.3697 -0.1139
P: 1.3650 -1.8534 -0.4485
Br: 1.9702 0.2172 0.2844
H: -1.8837 -0.8061 0.4477
H: -0.4277 0.1401 0.4292
H: 0.4480 2.4461 -0.6455

***

4.
2 unconnected molecules or ions with the total composition CH3BrNO2 in a non-equilibrium geometry. Source: the Open Molecules 2025 dataset; level of theory: ωB97M-V/def2-TZVPD.

## Properties
Energy   -76709.7928 eV
Energy above the lowest of the compared OMol25 structures with the same formula, charge and spin   3.283 eV
Lowest unoccupied orbital energy (spin up / spin down)   0.1216 / 0.1223 Eh
Gap between HOMO and LUMO (spin up / spin down)   0.25609 / 0.25746 hartree
Charge   -1

Element x y z (Å)
C: -1.1438 0.4067 -0.0475
N: 1.7463 -0.6001 -0.5738
O: 0.8735 -1.2693 -0.1016
O: -0.6190 1.4975 -0.5165
Br: 3.2199 0.2599 0.7736
H: -1.9334 -0.2283 -0.7508
H: -1.7742 0.4513 0.9245
H: -0.3693 -0.5177 0.2920

***

5.
2 unconnected molecules or ions with the total composition CH3BrO in a non-equilibrium geometry. Source: the Open Molecules 2025 dataset; level of theory: ωB97M-V/def2-TZVPD.

## Properties
Energy   -73172.5957 eV
Energy above the lowest of the compared OMol25 structures with the same formula, charge and spin   2.520 eV
Lowest unoccupied orbital energy   0.0159 Eh
Gap between HOMO and LUMO   0.35126 hartree
Charge   0

Element x y z (Å)
C: -0.3852 0.0946 0.1197
O: 0.0648 -0.9670 -0.4410
Br: 0.5482 0.6094 1.6652
H: 0.2388 1.2938 -0.8711
H: -1.5268 0.0111 0.0946
H: 1.0603 -1.0419 -0.5674

***

6.
A single CH3BrO2S molecule in a non-equilibrium geometry. Source: the Open Molecules 2025 dataset; level of theory: ωB97M-V/def2-TZVPD.

## Properties
Energy   -86052.7286 eV
2S+1   3
Energy above the lowest of the compared OMol25 structures with the same formula, charge and spin   1.802 eV
Lowest unoccupied orbital energy (spin up / spin down)   0.0186 / -0.1114 Eh
Gap between HOMO and LUMO (spin up / spin down)   0.27574 / 0.28813 hartree
Charge   0
<S²>   2.018

Element x y z (Å)
C: 0.9722 -0.3223 -0.0887
O: -0.8426 1.2523 -1.1689
O: -0.9639 1.1705 1.5367
S: -0.7153 0.3846 -0.0492
Br: -2.2178 -1.1981 -0.1258
H: 1.0340 -1.0768 0.7649
H: 1.1321 -0.6873 -1.0616
H: 1.6013 0.4771 0.1926

***

What is the formula in the third record? CH3BrFOP

***

Look up the charge of the third one. 0

***

What is the energy in the sixth record? -86052.7286 eV